[1]
The following is a quantum chemistry calculation of a cluster of 3 separate species, C21H38INO9P3 in total at a distorted geometry, from the OMol25 dataset.

Geometry as XYZ:
```
73
Properties=species:S:1:pos:R:3:mulliken_charge:R:1
O -6.33 -1.00 -1.07 -0.493
P -5.34 -1.27 -2.52 0.178
I -6.27 -3.36 -3.54 0.002
C -3.49 -1.57 -1.97 0.551
C -2.54 -2.74 -2.67 -0.276
C -0.96 -2.90 -2.17 -0.510
C -0.43 -1.86 -0.98 0.632
C 1.14 -1.94 -0.44 -0.385
C 1.58 -0.91 0.76 -0.327
N 0.61 0.11 1.35 -0.054
C -0.82 0.27 0.89 -0.199
C -1.40 -0.73 -0.28 0.362
C -2.96 -0.57 -0.76 -0.633
H -6.25 0.01 -0.93 0.356
H -2.94 -3.46 -3.52 0.169
H -0.27 -3.70 -2.68 0.311
H 1.85 -2.73 -0.96 0.222
H 2.67 -0.97 1.19 0.356
H 0.96 0.74 2.10 0.302
H -1.58 1.07 1.33 0.304
H -3.62 0.25 -0.23 0.103
O -2.15 2.48 4.25 -0.700
P -2.53 2.78 5.72 1.113
O -4.15 2.88 5.39 -0.243
C -4.84 1.68 5.11 -0.264
C -4.83 0.71 6.28 -0.979
O -2.13 4.39 5.57 -0.354
C -0.89 4.72 4.95 -0.340
C -1.15 5.27 3.56 -1.098
O -2.95 3.12 7.36 -0.491
C -3.56 4.33 7.81 -0.100
C -5.06 4.39 7.59 -0.923
H -4.42 1.21 4.21 0.214
H -5.88 1.95 4.88 0.315
H -3.81 0.35 6.47 0.330
H -5.47 -0.15 6.08 0.406
H -5.17 1.21 7.20 0.164
H -0.23 3.85 4.91 0.295
H -0.40 5.48 5.56 0.365
H -1.81 4.62 2.98 0.251
H -0.21 5.40 3.01 0.364
H -1.65 6.24 3.63 0.311
H -3.06 5.22 7.42 0.221
H -3.38 4.36 8.90 0.329
H -5.29 4.63 6.55 0.239
H -5.50 5.18 8.20 0.416
H -5.54 3.44 7.84 0.159
O 3.54 -2.47 -3.32 -0.670
P 4.20 -3.09 -4.58 1.129
O 5.53 -2.11 -4.49 -0.232
C 6.47 -2.36 -3.46 -0.299
C 7.10 -3.73 -3.59 -0.963
O 3.27 -2.17 -5.61 -0.374
C 1.87 -2.10 -5.37 -0.260
C 1.52 -0.73 -4.80 -1.090
O 4.94 -3.77 -5.99 -0.495
C 5.21 -3.06 -7.19 -0.102
C 6.48 -2.22 -7.14 -0.926
H 5.99 -2.24 -2.48 0.238
H 7.24 -1.59 -3.54 0.313
H 6.37 -4.52 -3.42 0.326
H 7.91 -3.85 -2.86 0.407
H 7.51 -3.88 -4.59 0.160
H 1.54 -2.90 -4.69 0.169
H 1.35 -2.25 -6.32 0.398
H 2.16 -0.46 -3.96 0.254
H 0.48 -0.70 -4.47 0.355
H 1.67 0.04 -5.56 0.327
H 4.36 -2.47 -7.53 0.221
H 5.35 -3.83 -7.96 0.329
H 6.31 -1.29 -6.59 0.241
H 6.79 -1.95 -8.16 0.416
H 7.29 -2.76 -6.66 0.160
```

Values from the calculation:
spin multiplicity: 1
net charge: +1
E_tot: -2875.86529 Eh
energy relative to the best compared isomer or geometry (same formula, charge and spin): 433.7 kcal per mole
max |F|: 9.94 eV/A
HOMO level: -11.196 eV
Kohn-Sham gap: 6.15 eV



[2]
The following is a quantum chemistry calculation of a cluster of 2 separate species, C21H39Cl4FN5O3P2 in total at a distorted geometry, from the OMol25 dataset.

Geometry as XYZ:
```
75
Properties=species:S:1:pos:R:3:mulliken_charge:R:1
C 4.03 0.42 3.07 -1.185
C 2.60 0.83 2.42 0.279
C 2.95 1.26 0.89 -0.020
F 4.21 0.70 0.45 -0.354
N 1.85 1.04 -0.07 0.335
C 1.24 -0.11 -0.67 0.676
N 1.55 -1.39 -0.42 -0.118
P 0.62 -2.61 -1.39 0.220
C 0.22 -4.12 -0.34 -0.785
O 1.67 -3.15 -2.64 -0.529
P 2.74 -2.02 0.72 -0.302
C 3.76 -3.40 -0.13 -0.361
C 4.61 -4.26 0.95 -1.038
C 1.97 -2.80 2.26 -0.509
C 0.46 -2.34 2.54 -0.789
N 0.19 0.15 -1.61 -0.467
C 0.17 1.59 -1.57 0.045
O -0.74 2.25 -2.41 -0.121
N -1.26 1.34 -3.33 0.250
O -1.42 1.95 -4.33 -0.290
N 1.13 2.06 -0.65 0.430
C 1.17 3.53 -0.49 -0.896
C -0.23 4.22 -0.10 -0.900
C -1.04 3.50 1.07 0.152
C -0.14 2.76 2.17 -0.757
C -2.20 2.50 0.53 0.280
C -3.37 2.29 1.64 -0.436
C -4.02 0.84 1.51 -0.718
C -4.33 0.18 0.27 0.483
C -5.82 0.22 -0.36 -1.097
C -3.27 -0.68 -0.58 -0.163
H 4.44 -0.54 2.64 0.181
H 3.84 0.33 4.19 0.393
H 4.76 1.30 2.95 0.381
H 1.87 -0.04 2.44 -0.202
H 2.25 1.72 3.04 0.336
H 3.18 2.38 0.97 0.207
H 1.10 -4.54 0.26 0.224
H -0.13 -4.98 -1.01 0.431
H -0.67 -3.88 0.35 0.175
H 1.18 -3.73 -3.26 0.336
H 3.08 -4.17 -0.65 0.278
H 4.44 -2.99 -0.95 0.415
H 5.12 -3.60 1.73 0.272
H 3.88 -4.95 1.49 0.266
H 5.37 -4.95 0.44 0.349
H 2.01 -3.94 2.22 0.507
H 2.58 -2.51 3.18 0.514
H 0.30 -1.92 3.58 0.293
H -0.25 -3.22 2.42 0.249
H 0.11 -1.54 1.80 -0.019
H 1.94 3.95 0.23 0.477
H 1.44 3.97 -1.52 0.316
H 0.04 5.28 0.27 0.414
H -0.89 4.39 -1.02 0.322
H -1.61 4.32 1.63 0.495
H 0.76 3.36 2.49 0.335
H 0.08 1.72 1.78 -0.206
H -0.81 2.63 3.09 0.352
H -1.72 1.47 0.39 -0.701
H -2.63 2.93 -0.43 0.442
H -4.17 3.08 1.48 0.319
H -2.97 2.37 2.71 0.251
H -4.30 0.29 2.48 0.311
H -6.54 -0.46 0.22 0.277
H -5.81 -0.18 -1.43 0.302
H -6.24 1.27 -0.38 0.301
H -2.20 -0.53 -0.20 -0.453
H -3.35 -0.43 -1.70 0.184
H -3.51 -1.80 -0.47 0.380
C -3.06 0.27 -7.36 0.357
Cl -3.53 -1.07 -8.42 -0.089
Cl -3.20 1.81 -8.24 -0.096
Cl -4.12 0.30 -5.94 -0.092
Cl -1.37 0.05 -6.84 -0.100
```

Values from the calculation:
spin multiplicity: 1
net charge: +1
E_tot: -3945.74190 Eh
max |F|: 6.38 eV/A
HOMO level: -8.923 eV
Kohn-Sham gap: 5.39 eV



[3]
The following is a quantum chemistry calculation of a structure of composition C21H39GaN8P at a distorted geometry, from the OMol25 dataset.

Geometry as XYZ:
```
70
Properties=species:S:1:pos:R:3:nbo_charge:R:1
Ga 0.17 -0.28 -0.63 1.597
C 5.66 -0.29 -0.96 -0.441
N 4.43 -0.73 -0.32 -0.359
C 4.55 -1.33 1.00 -0.427
C 3.22 -0.48 -0.82 0.682
N 2.10 -0.76 -0.20 -0.951
N 3.18 0.07 -2.09 -0.591
C 2.09 0.35 -2.86 0.690
N 2.37 0.76 -4.10 -0.750
N 0.86 0.22 -2.44 -0.933
H 6.51 -0.71 -0.44 0.264
H 5.76 0.80 -0.92 0.229
H 5.73 -0.63 -2.00 0.213
H 5.56 -1.67 1.16 0.256
H 3.89 -2.19 1.09 0.212
H 4.31 -0.60 1.78 0.228
H 2.25 -1.07 0.76 0.416
H 4.08 0.28 -2.49 0.438
H 3.31 0.90 -4.45 0.432
H 1.64 1.00 -4.76 0.431
H 0.20 0.50 -3.16 0.404
C 0.05 -3.18 -2.48 -0.938
P -0.53 -2.69 -0.83 0.930
C -2.25 -3.29 -0.73 -0.934
C 0.37 -3.79 0.32 -0.937
H -0.09 -4.24 -2.64 0.275
H 1.11 -2.95 -2.56 0.253
H -0.49 -2.62 -3.24 0.251
H -2.25 -4.38 -0.82 0.279
H -2.86 -2.89 -1.54 0.244
H -2.70 -3.02 0.23 0.260
H 0.23 -4.83 0.01 0.276
H -0.01 -3.68 1.34 0.263
H 1.43 -3.57 0.31 0.254
N -5.25 1.21 0.76 -0.669
C -4.61 0.85 -0.54 -0.242
C -3.10 0.60 -0.31 -0.247
N -2.30 0.31 -1.49 -0.819
H -6.26 1.38 0.65 0.465
H -4.83 2.06 1.16 0.455
H -5.12 0.46 1.46 0.455
H -4.77 1.67 -1.24 0.238
H -5.10 -0.05 -0.93 0.233
H -2.98 -0.23 0.39 0.218
H -2.66 1.49 0.15 0.231
H -2.31 1.12 -2.12 0.390
H -2.70 -0.47 -2.01 0.380
C 1.48 4.69 0.82 -0.211
C 1.41 3.96 2.00 -0.170
C 0.85 2.70 2.00 -0.265
C 0.33 2.16 0.83 0.202
C 0.40 2.89 -0.35 -0.306
C 0.98 4.15 -0.35 -0.177
N -0.25 0.86 0.81 -0.937
C -1.06 0.48 1.88 0.255
C -1.87 1.39 2.56 -0.316
C -2.71 0.96 3.57 -0.204
C -2.78 -0.38 3.91 -0.246
C -1.99 -1.30 3.23 -0.173
C -1.15 -0.87 2.22 -0.311
H 1.93 5.67 0.82 0.242
H 1.79 4.37 2.92 0.240
H 0.80 2.13 2.92 0.226
H -0.02 2.47 -1.26 0.191
H 1.03 4.73 -1.27 0.228
H -1.82 2.45 2.32 0.233
H -3.30 1.68 4.12 0.236
H -3.43 -0.71 4.71 0.244
H -2.02 -2.34 3.50 0.233
H -0.50 -1.56 1.69 0.186
```

Values from the calculation:
spin multiplicity: 1
net charge: +3
E_tot: -3527.01887 Eh
energy relative to the best compared isomer or geometry (same formula, charge and spin): 61.2 kcal per mole
max |F|: 1.02 eV/A
HOMO level: -14.863 eV
Kohn-Sham gap: 7.52 eV